1.
A structure of composition C21H31NOP2Ru at a distorted geometry. Source: the OMol25 dataset; level of theory: the ωB97M-V functional and the def2-TZVPD basis.

Structure (XYZ):
```
57
Properties=species:S:1:pos:R:3:forces:R:3
C 2.21094 -1.78155 2.92644 0.671 -0.153 0.873
C 1.58077 -1.15610 1.86482 0.521 0.770 -1.204
C 0.35633 -1.65845 1.51718 -2.682 -3.566 -0.211
C -0.10097 -2.92160 2.04366 -0.247 1.203 0.017
C 0.51893 -3.51645 3.13727 -0.318 0.815 -0.769
C 1.66416 -2.88942 3.59264 1.218 0.224 0.604
C -1.44120 -3.24891 1.38851 2.567 -2.113 -1.127
C -1.26678 -3.41576 -0.12005 -0.896 -0.691 0.866
C -0.78803 -2.16975 -0.65255 0.437 0.314 4.887
C -0.43314 -2.06557 -1.97506 1.392 0.557 -1.621
C -0.83269 -3.10172 -2.79465 0.566 1.479 -0.735
C -1.53195 -4.21909 -2.31501 -0.510 -0.952 -0.524
C -1.71105 -4.42489 -0.96124 0.167 0.811 0.477
H 3.17676 -1.35850 3.25790 -0.598 -0.428 -0.129
H 0.07928 -4.35268 3.64804 0.053 -0.359 -0.006
H 2.20428 -3.28421 4.47529 -0.427 0.269 -0.684
H -1.98798 -4.01152 1.84846 -1.087 -0.771 0.743
H -0.59705 -3.00384 -3.86253 -0.005 -0.369 0.470
H -1.88875 -4.95199 -3.05081 0.113 0.288 0.422
H -2.25845 -5.26288 -0.58497 0.029 -0.490 0.156
N -0.66706 -1.26694 0.51370 3.742 2.299 -5.039
Ru -0.59174 0.70365 0.01659 -3.394 0.746 0.498
C 2.28485 -0.07872 1.03106 -0.235 -0.204 1.185
H 2.48375 -0.39921 0.01774 0.150 -0.372 -0.261
H 3.24016 0.15473 1.51470 -0.096 0.122 -0.171
C 0.59270 -1.02491 -2.43626 -1.376 0.343 -0.471
H 1.55139 -1.09405 -1.92319 -0.038 -0.386 0.047
H 0.74766 -1.13163 -3.52109 0.108 0.055 0.339
P 1.24365 1.41312 0.92197 4.346 1.567 3.949
P -0.06768 0.67595 -2.07147 1.766 -1.194 -5.263
C -1.50992 0.76436 -3.22271 0.212 0.258 0.190
H -2.06174 1.68366 -2.96547 -0.072 -0.432 -0.364
H -1.19306 0.78536 -4.28769 -0.150 0.028 0.700
H -2.13220 -0.12031 -3.02611 -0.003 0.394 -0.094
C 1.22948 1.73558 -2.95669 -0.535 -0.140 0.392
H 1.14885 1.57319 -4.07177 0.101 0.191 1.265
H 0.99115 2.79370 -2.68966 0.510 -0.686 -0.403
H 2.24748 1.44248 -2.58590 -0.933 0.387 -0.437
C 1.12363 1.90357 2.73071 0.024 0.009 -0.386
H 2.13931 2.12926 3.14154 -0.810 -0.148 -0.342
H 0.46936 2.79832 2.79706 0.513 -0.597 0.202
H 0.66958 1.05686 3.28406 0.206 0.574 -0.241
C 2.40243 2.66992 0.26740 -0.219 0.032 -0.308
H 1.85865 3.62027 0.18345 0.302 -0.158 -0.064
H 3.26725 2.78646 0.94866 -0.516 -0.133 -0.298
H 2.74842 2.34972 -0.72625 -0.031 0.291 0.364
H -1.69901 -2.24606 1.29086 -2.969 1.115 1.343
H -1.96494 1.01121 0.60302 -1.540 -0.201 1.222
C -2.79692 4.27151 0.69707 0.717 -0.571 0.192
C -1.28917 4.00214 0.61741 -0.556 0.974 -0.425
O -0.95107 2.96949 -0.37679 0.413 -0.518 1.139
H -3.19358 4.61354 -0.25243 -0.054 0.094 -0.175
H -2.98524 5.04126 1.44637 0.042 -0.003 -0.055
H -3.31691 3.36200 1.00424 -0.060 0.077 -0.038
H -0.74576 4.92740 0.33966 -0.190 -0.541 0.001
H -0.89629 3.66462 1.55665 0.099 -0.332 0.315
H -1.33089 3.25338 -1.19377 -0.436 0.223 -1.013
```
Positions in Å, forces in eV/Å.

The maximum force is 0.1300 Eh/bohr. The calculation puts the molecular weight at 476.50 g mol⁻¹. Its LUMO energy (spin up / spin down) is -6.4 / -9.8 eV. Its multiplicity is 5. The HOMO energy (spin up / spin down) comes out at -13.51 / -14.48 eV. The frontier orbital gap (spin up / spin down) is 7.06 / 4.70 eV. The expectation value of S² is 6.025. The total charge is +2.

2.
A structure of composition C28H29ClNO5S5SeTi. Source: the OMol25 dataset; level of theory: the ωB97M-V functional and the def2-TZVPD basis.

Structure (XYZ):
```
71
Properties=species:S:1:pos:R:3:forces:R:3
Ti 0.34971 0.14873 -0.72955 0.079 -0.278 0.468
C -0.44898 0.27185 4.18047 0.051 -0.006 0.103
C 0.81915 1.07733 4.48621 -0.003 -0.041 -0.041
S 1.44712 2.11741 3.14681 0.053 -0.035 -0.005
C 0.28798 3.50411 3.18264 0.027 -0.028 0.009
C -1.17050 3.21134 2.83956 0.032 0.065 -0.119
S -1.35542 2.25435 1.30234 -0.034 -0.030 0.081
C -2.97253 1.51667 1.67301 0.001 0.034 0.019
C -3.31414 0.20700 0.94612 -0.051 -0.047 -0.129
S -2.00336 -0.90391 0.34587 0.109 0.075 0.183
C -1.94504 -2.22443 1.58524 0.011 0.040 -0.010
C -1.76960 -1.86815 3.05961 0.010 -0.035 -0.031
S -0.09460 -1.40342 3.58574 -0.046 0.045 -0.035
H -1.01840 0.75256 3.39541 -0.018 0.058 -0.071
H -1.06025 0.20253 5.08413 -0.020 -0.009 -0.015
H 1.64820 0.40976 4.73174 -0.001 0.006 0.001
H 0.65746 1.70579 5.36517 -0.027 0.014 -0.009
H 0.70687 4.21117 2.46391 -0.001 -0.023 -0.016
H 0.32104 3.98673 4.16334 0.012 0.013 -0.007
H -1.69600 4.16351 2.73696 -0.026 -0.012 0.001
H -1.64956 2.66804 3.65549 0.015 -0.039 0.000
H -3.75408 2.23470 1.41901 -0.015 -0.023 0.039
H -2.99932 1.35851 2.75387 0.007 -0.029 -0.005
H -3.91506 0.43234 0.06798 0.051 0.055 -0.052
H -3.94115 -0.39897 1.60422 -0.034 -0.003 -0.055
H -1.13403 -2.86148 1.22785 0.032 -0.002 0.031
H -2.87516 -2.78825 1.47924 0.006 -0.001 -0.019
H -2.06674 -2.74450 3.63849 -0.003 -0.015 0.011
H -2.44913 -1.06454 3.35097 0.003 0.003 -0.024
Cl 7.02019 0.48190 2.18927 0.032 0.001 0.009
C 5.34287 0.23784 1.74220 -0.054 -0.059 0.043
C 4.60503 -0.74141 2.40213 0.054 0.022 -0.005
C 3.27109 -0.92213 2.04859 -0.136 0.033 -0.045
C 2.66854 -0.15575 1.05861 0.076 0.003 0.103
O 1.38087 -0.33039 0.76420 0.102 -0.017 -0.239
C 3.44082 0.83308 0.36709 -0.080 -0.068 0.058
C 2.88659 1.61621 -0.65457 -0.082 0.227 -0.052
O 1.64252 1.52574 -1.09590 0.172 -0.116 -0.028
C 4.79495 1.01154 0.75201 -0.075 0.000 -0.029
H 5.06708 -1.34918 3.16758 -0.001 0.007 -0.002
H 2.66395 -1.67213 2.53977 0.029 0.002 -0.003
H 3.49815 2.40102 -1.09929 -0.023 -0.043 -0.064
H 5.39666 1.76231 0.25484 -0.016 0.002 -0.009
O -5.38375 1.94378 -1.53885 0.140 -0.072 -0.074
S -4.35380 2.35886 -2.46362 -0.334 0.184 0.122
O -4.52423 3.63930 -3.09290 0.082 -0.030 -0.032
N -2.89409 2.22665 -1.74356 -0.050 0.042 -0.078
C -2.18580 1.28885 -2.31550 -0.077 -0.290 0.170
O -1.05025 0.89361 -1.93320 0.139 0.323 -0.012
C -2.83799 0.58789 -3.45792 -0.231 -0.108 -0.285
C -2.35167 -0.46914 -4.20680 0.105 0.035 0.071
C -3.16723 -0.97702 -5.20955 -0.049 -0.034 -0.067
C -4.43268 -0.44568 -5.44871 0.058 0.008 0.055
C -4.92298 0.60406 -4.67911 -0.109 0.010 -0.016
C -4.10149 1.09478 -3.68811 0.165 0.032 0.133
H -1.37662 -0.88944 -3.98779 0.000 0.004 -0.016
H -2.81917 -1.80532 -5.81335 0.015 -0.002 0.012
H -5.04715 -0.86540 -6.23481 -0.005 0.008 -0.010
H -5.91235 1.00976 -4.84521 0.014 0.009 0.007
Se 0.33537 -2.22672 -1.81123 -0.087 0.121 -0.105
C 2.15940 -2.60752 -2.24674 0.010 0.001 0.060
C 2.51902 -3.91927 -2.55704 0.010 0.004 0.015
C 3.83247 -4.23945 -2.86906 -0.013 -0.016 0.001
C 4.81505 -3.25813 -2.87071 -0.003 -0.005 -0.010
C 4.46406 -1.95105 -2.56417 -0.013 0.010 0.010
C 3.14873 -1.62692 -2.26276 0.016 -0.052 -0.006
H 1.75931 -4.69202 -2.54457 0.015 0.008 -0.003
H 4.09023 -5.26614 -3.10387 -0.002 0.012 -0.001
H 5.84193 -3.50969 -3.10554 -0.004 -0.002 0.008
H 5.21751 -1.17212 -2.55004 -0.008 -0.005 -0.003
H 2.89442 -0.60194 -2.03367 -0.005 0.057 0.017
```
Positions in Å, forces in eV/Å.

The maximum force is 0.0107 Eh/bohr. The calculation puts the molecular weight at 782.16 g mol⁻¹. Its LUMO energy (spin up / spin down) is 2.1 / 2.1 eV. Its multiplicity is 3. The HOMO energy (spin up / spin down) comes out at -3.13 / -4.76 eV. The frontier orbital gap (spin up / spin down) is 5.23 / 6.85 eV. The value obtained for the energy relative to the best compared isomer or geometry (same formula, charge and spin) is 3.8 kcal per mole. The expectation value of S² is 2.039. The total charge is -1.

3.
A cluster of 2 separate species, CH2N2O2S in total at a distorted geometry. Source: the OMol25 dataset; level of theory: the ωB97M-V functional and the def2-TZVPD basis.

Structure (XYZ):
```
8
Properties=species:S:1:pos:R:3:forces:R:3
C 1.49939 0.61517 -0.37794 0.309 0.164 0.669
N 2.02096 1.50973 0.13668 0.143 0.859 -0.489
N -1.12736 -0.15853 -1.97881 -0.579 1.514 -1.146
O -0.99466 -0.17232 1.02314 0.919 1.358 1.909
O -0.72073 -0.92877 -1.25411 -2.824 -1.481 -0.956
S 0.89376 -0.91591 -0.43839 4.436 -1.755 0.175
H -1.60181 -0.19764 1.84758 2.308 0.693 -1.649
H 0.03044 0.24827 1.04184 -4.712 -1.352 1.489
```
Positions in Å, forces in eV/Å.

The maximum force is 0.0996 Eh/bohr. The calculation puts the molecular weight at 106.11 g mol⁻¹. Its LUMO energy (spin up / spin down) is -1.0 / -1.0 eV. The HOMO energy (spin up / spin down) comes out at -9.12 / -9.13 eV. The frontier orbital gap (spin up / spin down) is 8.15 / 8.15 eV. The value obtained for the energy relative to the best compared isomer or geometry (same formula, charge and spin) is 195.3 kcal per mole.

4.
A structure of composition CBr3NO2 at a distorted geometry. Source: the OMol25 dataset; level of theory: the ωB97M-V functional and the def2-TZVPD basis.

Structure (XYZ):
```
7
Properties=species:S:1:pos:R:3:forces:R:3
C -0.46219 -1.34985 -0.24439 0.342 1.894 1.308
N 0.30546 0.59131 0.02724 -1.034 -1.750 -0.183
O -0.10270 1.47925 -0.68619 0.858 -1.036 1.235
O 1.20256 0.48575 0.82119 -0.807 1.273 -1.014
Br 0.24171 -2.12203 1.33276 -0.417 -0.187 -0.128
Br -2.35026 -1.50451 -0.45773 0.653 0.360 0.069
Br 0.55824 -1.68292 -1.73162 0.404 -0.554 -1.286
```
Positions in Å, forces in eV/Å.

The maximum force is 0.0453 Eh/bohr. The calculation puts the molecular weight at 297.73 g mol⁻¹. Its LUMO energy (spin up / spin down) is -1.1 / -1.1 eV. The HOMO energy (spin up / spin down) comes out at -9.64 / -9.64 eV. The frontier orbital gap (spin up / spin down) is 8.56 / 8.56 eV. The value obtained for the energy relative to the best compared isomer or geometry (same formula, charge and spin) is 24.6 kcal per mole.

5.
A structure of composition C22H38AlBClN3NaO15 at a distorted geometry. Source: the OMol25 dataset; level of theory: the ωB97M-V functional and the def2-TZVPD basis.

Structure (XYZ):
```
82
Properties=species:S:1:pos:R:3:forces:R:3
C -3.07805 -1.72199 5.29348 -0.271 0.050 -0.662
C -4.02982 -1.64600 4.07517 0.307 -0.201 0.594
C -3.59582 -0.58386 3.08519 0.420 -0.634 -0.543
C -4.45674 -0.51927 1.82467 -0.154 0.507 -0.028
C -4.42043 -1.76632 0.95040 -0.530 0.383 0.035
C -5.18703 -1.75826 -0.39661 0.317 0.803 0.265
N -6.60879 -1.49199 -0.31395 0.418 0.015 0.032
C -4.79706 -3.12863 -0.88695 -1.281 1.072 -0.336
N -3.70790 -3.50516 -0.37235 0.180 -0.599 -0.201
C -3.09954 -2.42046 0.52692 -0.127 -1.748 0.230
C -2.14087 -1.70416 -0.44240 0.517 1.509 0.629
C -1.56280 -0.33332 0.03681 0.453 -0.649 -0.321
C -0.38876 -0.43073 1.00203 0.204 0.894 -0.383
O 0.04660 0.90576 1.17155 -0.031 -0.180 0.214
O -2.54877 -3.09118 1.62328 0.136 0.573 -0.563
C -1.30884 -3.71171 1.33525 0.188 -0.363 0.442
C -0.87403 -4.50984 2.55008 0.204 0.550 -0.047
C 0.63415 -4.82470 2.58943 -0.429 -0.221 0.501
H -2.54537 -2.67053 5.31657 0.007 -0.180 0.103
H -2.31684 -0.95263 5.20349 0.029 0.229 0.349
H -3.64320 -1.62113 6.20879 0.188 0.121 0.331
H -5.04903 -1.47662 4.40751 -0.192 0.131 0.026
H -4.01141 -2.62893 3.61671 -0.212 -0.092 -0.355
H -3.51028 0.39248 3.54809 -0.275 0.201 0.131
H -2.58183 -0.84935 2.78255 0.217 0.130 0.013
H -5.48824 -0.41642 2.15981 -0.213 0.028 -0.049
H -4.25140 0.39946 1.27951 0.141 0.049 -0.248
H -4.98088 -2.50386 1.52654 0.446 -0.459 0.168
H -4.70206 -0.97943 -1.00543 0.210 -0.299 -0.393
H -6.91131 -1.11384 -1.20711 -0.266 -0.225 -0.015
H -6.71207 -0.70649 0.32335 -0.285 -0.167 0.138
H -5.41630 -3.68610 -1.57569 0.145 -0.434 -0.033
H -3.28986 -4.41896 -0.56285 0.297 0.143 -0.045
H -2.71354 -1.48752 -1.33703 -0.202 -0.063 -0.178
H -1.29699 -2.35233 -0.76294 -0.835 -0.307 0.620
H -1.17018 0.19575 -0.85460 -0.243 0.057 0.299
H -2.29796 0.33875 0.45998 -0.310 -0.068 -0.019
H 0.42356 -0.99097 0.51303 0.020 -0.406 0.327
H -0.65951 -0.84601 1.97044 -0.005 -0.413 -0.042
H 0.75911 0.94053 1.82523 -0.202 -0.011 -0.064
H -0.53365 -2.96504 1.17764 0.093 0.124 -0.070
H -1.35088 -4.34010 0.40102 0.074 0.182 0.587
H -1.50493 -5.42369 2.67450 -0.010 0.671 -1.117
H -1.10152 -3.85835 3.40091 -0.267 -0.073 0.198
H 0.85503 -5.88318 2.48805 0.091 -0.151 -0.310
H 1.03021 -4.50815 3.54929 0.243 0.060 0.087
H 1.17567 -4.28379 1.82426 0.054 -0.059 -0.233
Cl -0.61248 -5.41500 -0.97971 -0.043 0.018 -0.508
Na -0.07701 -1.39711 -2.13418 0.833 0.389 -0.950
C 5.63218 4.31581 -1.78434 0.001 0.465 -0.280
O 4.30549 4.54596 -1.36938 0.124 -0.057 0.016
C 3.58338 3.44203 -1.10332 -0.368 -0.099 -0.033
O 3.96960 2.31042 -1.19263 0.094 0.069 0.068
O 2.36508 3.84000 -0.74604 0.086 0.142 -0.060
C 1.44717 2.78001 -0.47604 -0.131 0.182 -0.126
H 6.08612 5.28476 -1.96232 -0.101 0.063 0.125
H 6.20460 3.79010 -1.00003 0.032 -0.116 -0.125
H 5.64989 3.72748 -2.71068 0.048 -0.315 0.177
H 1.80555 2.16120 0.33606 0.215 -0.022 -0.067
H 1.30396 2.17901 -1.37321 0.126 -0.134 0.076
H 0.50271 3.23470 -0.19595 0.114 0.194 0.049
C 8.38636 4.39787 2.37700 0.310 -0.031 0.012
N 7.52372 4.49200 1.16025 0.021 0.097 0.112
O 8.02546 4.17101 0.09219 -0.192 -0.042 0.114
O 6.38749 4.87890 1.30652 0.108 -0.148 -0.111
H 9.36505 4.03981 2.08053 -0.028 0.005 -0.076
H 8.44553 5.39403 2.80574 -0.110 0.004 0.011
H 7.90324 3.70489 3.05910 -0.097 0.065 0.002
B 2.15717 2.72052 -5.65515 -0.509 -0.889 0.432
O 3.22538 2.65883 -6.68855 -0.504 1.126 0.326
C 3.47622 3.85758 -7.14407 2.068 -2.630 -1.599
O 4.26282 4.16802 -7.96328 -0.319 0.683 0.217
C 2.51774 4.86459 -6.38052 -2.333 2.059 1.905
O 2.49046 6.02939 -6.55112 0.545 -0.248 -0.456
O 1.79546 4.16088 -5.54890 0.894 -0.358 -0.756
O 0.99714 1.90522 -6.03088 0.440 0.208 0.264
C 0.80356 1.00057 -5.08304 -0.705 -0.165 -0.691
O -0.05892 0.16976 -5.04770 0.057 0.006 0.314
C 1.86217 1.19506 -4.01976 0.484 -0.042 0.463
O 1.95395 0.53099 -3.02569 -0.287 -0.341 0.395
O 2.64065 2.20207 -4.36368 -0.215 0.135 -0.360
Al -1.40673 -6.40311 4.30916 0.085 -0.753 1.055
```
Positions in Å, forces in eV/Å.

The maximum force is 0.0721 Eh/bohr. The calculation puts the molecular weight at 680.79 g mol⁻¹. Its LUMO energy is -14.2 eV. The HOMO energy comes out at -15.45 eV. The frontier orbital gap is 1.21 eV. The total charge is +3.

6.
A cluster of 2 separate species, C6H9NO in total at a distorted geometry. Source: the OMol25 dataset; level of theory: the ωB97M-V functional and the def2-TZVPD basis.

Structure (XYZ):
```
17
Properties=species:S:1:pos:R:3:forces:R:3
C 0.46493 2.33285 1.15719 0.095 0.232 0.983
C 2.42044 0.97310 0.20053 0.320 -2.127 1.401
C 1.28322 1.39276 0.68157 -0.985 -0.985 -2.460
C 0.00551 -0.33988 -1.77316 0.016 1.045 -0.017
C -1.68051 -0.37010 1.35088 -0.746 1.378 1.394
C -0.76253 0.21986 -0.62027 1.850 -2.041 1.243
N -0.36589 2.96795 1.64366 -0.950 1.076 0.360
O -1.15920 -0.82653 0.16601 0.566 0.863 -2.247
H 2.32904 -0.06249 -0.28339 0.813 1.564 0.249
H 3.35620 1.27520 0.72657 -0.335 -0.103 -1.092
H 0.01507 -1.43914 -1.59935 0.675 0.880 -0.324
H -0.66096 -0.14571 -2.59664 -0.012 -0.110 -0.990
H 0.99050 0.20865 -1.99824 -1.385 -1.179 0.485
H -1.17361 -0.89670 2.11655 0.173 -0.679 1.061
H -2.76900 -0.47631 1.42776 0.214 -0.103 -0.097
H -1.37294 0.67380 1.45870 -0.536 -0.072 0.413
H -1.38139 1.09995 -0.52274 0.228 0.360 -0.361
```
Positions in Å, forces in eV/Å.

The maximum force is 0.0588 Eh/bohr. The calculation puts the molecular weight at 111.14 g mol⁻¹. Its LUMO energy (spin up / spin down) is 0.3 / -0.6 eV. The HOMO energy (spin up / spin down) comes out at -8.07 / -7.41 eV. The frontier orbital gap (spin up / spin down) is 8.36 / 6.84 eV. The value obtained for the energy relative to the best compared isomer or geometry (same formula, charge and spin) is 136.1 kcal per mole.